Below is an isolated molecule of C3H8N2O, with properties calculated with ωB97M-V with the def2-TZVPD basis set.

Each line ends with the natural charge from an NBO analysis.
Geometry (Å):
C 2.0561 -0.2216 -0.4401  -0.40
C 1.2186 -0.0591 0.5982  -0.20
C -0.1877 0.4614 0.3717  0.20
N -2.2544 -0.4163 0.3759  -0.67
N -0.9150 -0.6422 0.6334  -0.44
O -0.4860 1.0681 -1.0958  -0.78
H 2.8907 -0.8363 -0.2655  0.20
H 1.8998 0.0526 -1.4861  0.19
H 1.5627 -0.3326 1.5709  0.23
H -0.5068 1.2612 0.9602  0.17
H -2.5047 0.4824 0.7528  0.35
H -2.5290 -0.4217 -0.6380  0.35
H -0.5988 -1.3899 0.1322  0.36
H 0.3544 0.9939 -1.4698  0.45

ΔE to the lowest compared entry with this formula, charge and spin, eV: 3.9476
HOMO, eV: -8.7
Frontier orbital gap, eV: 9.630

=====

Below is C20H16Cl2CrN3O2S8 as an isolated structure, with properties calculated with ωB97M-V with the def2-TZVPD basis set.

Each line ends with the natural charge from an NBO analysis.
Geometry (Å):
Cr 0.0642 -0.5012 -0.6003  0.45
S -1.0657 -2.2600 0.4962  0.26
C -0.5118 -2.3908 2.2131  -0.19
C -0.6996 -3.5396 2.8830  -0.21
C -0.1003 -3.6736 4.1269  -0.26
C 0.5613 -2.6223 4.7201  -0.21
C 0.7894 -1.4746 3.9883  -0.22
C 0.1570 -1.3246 2.7161  -0.17
S 0.6077 0.0563 1.7917  -0.23
H -1.5099 -4.1700 2.5943  0.22
H -0.2324 -4.6465 4.6414  0.19
H 0.9343 -2.7494 5.7467  0.20
H 1.3191 -0.6347 4.4291  0.21
S -3.2617 -5.8145 -5.5193  -0.18
C -2.5465 -4.8986 -4.3470  -0.55
S -2.3317 -5.3638 -2.6903  0.41
C -1.3827 -3.8953 -2.1367  -0.51
C -1.2501 -2.8665 -3.0622  -0.31
S -0.5683 -1.2692 -2.8629  -0.14
S -1.8077 -3.3634 -4.7093  0.44
S -0.7925 -4.0837 -0.5184  0.15
Cl 2.7431 1.8371 -4.1926  0.01
C 2.2888 2.8003 -2.8577  -0.25
Cl 3.8395 3.1915 -1.8559  -0.16
C 1.2494 2.2728 -1.7367  0.78
O 0.8133 3.1827 -1.0118  -0.65
O 1.1643 0.9782 -1.7069  -0.76
H 2.1141 3.7616 -3.1936  0.21
C 4.7057 -0.1000 1.0471  -0.42
N 3.4354 -0.7306 0.6068  -0.60
C 3.1918 -0.9010 -0.6815  0.36
N 3.9944 -0.4109 -1.6458  -0.81
S 1.9351 -1.9353 -1.0709  -0.18
H 5.2046 -0.7544 1.7439  0.19
H 4.5287 0.8555 1.5909  0.21
H 5.3049 -0.0156 0.1358  0.20
H 2.6493 -0.7961 1.2578  0.45
H 4.4167 0.4955 -1.5333  0.40
H 3.6586 -0.5983 -2.5583  0.42
N -1.3300 0.8624 -0.4168  -0.53
C -2.1056 1.7172 -0.3303  0.46
C -2.9624 2.8487 -0.2306  -0.34
C -2.3665 4.1481 -0.3601  -0.24
C -2.8614 5.2349 0.3212  -0.23
C -4.1029 5.1186 0.9222  -0.38
C -4.8148 3.8984 0.9208  -0.26
C -4.2336 2.7130 0.3756  -0.22
H -1.4044 4.0723 -0.9286  0.23
H -2.3804 6.2358 0.2892  0.19
H -4.5239 5.9622 1.5118  0.17
H -5.8729 3.8206 1.1857  0.18
H -4.6508 1.7207 0.5021  0.20

2S+1: 4
ΔE to the lowest compared entry with this formula, charge and spin, eV: 3.0326
HOMO (alpha / beta), eV: 1.1 / -1.4
Total charge: -2
Frontier orbital gap (alpha / beta), eV: 2.895 / 5.400

=====

Below is an isolated molecule of C5H4N2O, with properties calculated with ωB97M-V with the def2-TZVPD basis set.

Each line ends with the natural charge from an NBO analysis.
Geometry (Å):
C -0.6602 0.3064 0.7206  0.01
C -1.6433 0.2482 -0.4283  0.22
C 0.7416 0.5692 0.1332  -0.15
C 1.3115 1.7756 0.0629  -0.27
C 1.4357 -0.5333 -0.4010  0.24
H -1.0851 -1.6501 0.8193  0.50
H -0.9470 1.0348 1.4612  0.24
H 2.2901 1.7775 -0.3430  0.22
H 0.8225 2.7461 0.2254  0.22
N -2.4129 -0.0186 -1.2847  -0.28
N 2.0275 -1.4762 -0.7104  -0.26
O -0.6868 -0.9551 1.4098  -0.68

ΔE to the lowest compared entry with this formula, charge and spin, eV: 1.4958
HOMO, eV: -10.9
Frontier orbital gap, eV: 10.666

=====

Below is a 2-piece molecular cluster, C3H9N2O overall, with properties calculated with ωB97M-V with the def2-TZVPD basis set.

Each line ends with the natural charge from an NBO analysis.
Geometry (Å):
C -1.4221 -0.2202 0.2576  0.36
C 1.9112 1.1191 0.3336  -0.57
C 0.7513 -0.8219 -0.5490  0.29
N -2.5616 0.4402 0.1706  -0.71
N -0.5071 -0.2327 -0.6849  -0.53
O 0.8096 -1.7453 0.4345  -0.69
H -1.2119 -0.7901 1.1545  0.25
H 1.5788 1.0464 1.3489  0.19
H 2.9280 0.8501 0.1243  0.20
H 1.4806 1.8836 -0.2823  0.18
H 1.3019 -0.9749 -1.4646  0.21
H -3.2217 0.4195 0.9319  0.44
H -2.8129 0.9725 -0.6505  0.42
H -0.6529 0.3068 -1.5329  0.43
H 1.6288 -2.2532 0.4081  0.52

ΔE to the lowest compared entry with this formula, charge and spin, eV: 3.5938
HOMO (alpha / beta), eV: -11.8 / -12.1
Total charge: +1
Frontier orbital gap (alpha / beta), eV: 7.785 / 7.927

=====

Below is a 5-piece molecular cluster, C16H42F6N2O8P overall, with properties calculated with ωB97M-V with the def2-TZVPD basis set.

Each line ends with the Löwdin charge.
Geometry (Å):
P 0.7922 0.2709 2.4155  0.18
F -0.1782 -0.4547 1.3262  -0.17
F 1.3426 -1.1437 2.9069  -0.13
F 1.9507 0.3645 1.2743  -0.16
F 1.8115 1.0588 3.4102  -0.16
F 0.2288 1.7266 1.9225  -0.18
F -0.4204 0.2163 3.4804  -0.16
C -3.7452 4.5572 1.5718  -0.12
O -3.9851 3.3852 0.8292  -0.20
C -2.7791 2.8141 0.3351  -0.22
C -3.1758 1.8251 -0.7279  -0.20
N -3.5976 2.5520 -1.9368  -0.07
C -4.2034 1.6899 -2.9344  -0.23
C -4.4714 2.4262 -4.2438  -0.24
O -3.4366 2.3388 -5.1874  -0.19
C -2.1649 2.7673 -4.7281  -0.11
H -3.3246 5.3514 0.9301  0.09
H -3.0091 4.3785 2.3617  0.09
H -4.7029 4.9270 1.9298  0.08
H -2.2704 2.2782 1.1435  0.12
H -2.1176 3.5594 -0.1189  0.13
H -4.0468 1.2641 -0.3461  0.12
H -2.3659 1.1303 -0.9470  0.12
H -4.3008 3.2097 -1.6155  0.11
H -5.1012 1.2142 -2.5065  0.12
H -3.5260 0.8747 -3.2098  0.13
H -4.8123 3.4580 -4.0666  0.12
H -5.3435 1.9455 -4.7068  0.12
H -1.6616 3.2775 -5.5530  0.08
H -1.5395 1.9380 -4.3892  0.09
H -2.2422 3.4830 -3.9073  0.08
C -2.1832 -3.5329 -2.1280  -0.13
O -1.6209 -2.4983 -1.3697  -0.17
C -2.2647 -2.2869 -0.1349  -0.23
C -1.9914 -3.3666 0.9113  -0.20
N -0.6455 -3.2215 1.4812  -0.03
C -0.4229 -4.2369 2.5069  -0.23
C -0.3840 -5.6689 2.0634  -0.26
O 0.6332 -5.9390 1.1319  -0.18
C 1.5156 -6.9691 1.5031  -0.12
H -1.8091 -4.5252 -1.8365  0.08
H -1.8992 -3.3611 -3.1650  0.08
H -3.2759 -3.5712 -2.0194  0.08
H -3.3525 -2.1707 -0.2798  0.11
H -1.9261 -1.3319 0.2648  0.10
H -2.0138 -4.3315 0.4024  0.10
H -2.7382 -3.3070 1.7196  0.12
H -0.5932 -2.3536 2.0050  0.07
H -1.1116 -4.1337 3.3740  0.12
H 0.5249 -3.9721 2.9989  0.12
H -1.3529 -5.9502 1.6165  0.11
H -0.3452 -6.3096 2.9568  0.12
H 0.9781 -7.9181 1.6386  0.08
H 2.0501 -6.7297 2.4280  0.09
H 2.2065 -7.0673 0.6691  0.08
C 4.7343 0.8711 -2.0437  -0.26
C 5.9650 1.7513 -2.0679  -0.26
O 5.6589 3.0283 -1.5422  -0.06
O 4.0850 0.8390 -0.8058  -0.05
H 4.9610 -0.1415 -2.3808  0.12
H 4.0379 1.2557 -2.8124  0.12
H 6.2743 1.8085 -3.1254  0.11
H 6.8030 1.2730 -1.5492  0.12
H 6.3848 3.2845 -0.9700  0.08
H 4.0392 1.7462 -0.4726  0.06
C 4.5805 2.8762 2.2447  -0.25
C 5.0471 1.6278 2.9965  -0.26
O 5.0350 0.4448 2.2210  -0.06
O 3.3791 2.6840 1.5318  -0.07
H 5.3299 3.1437 1.4950  0.10
H 4.4585 3.6574 3.0089  0.11
H 4.4309 1.4850 3.8933  0.11
H 6.0717 1.8355 3.3231  0.11
H 4.3281 0.5140 1.5642  0.05
H 2.8141 2.0848 2.0408  0.04

HOMO, eV: -6.0
Total charge: -1
Frontier orbital gap, eV: 8.773

=====

Below is an isolated molecule of C4H8O3, with properties calculated with ωB97M-V with the def2-TZVPD basis set.

Each line ends with the natural charge from an NBO analysis.
Geometry (Å):
C -2.7822 -0.1463 -0.0859  -0.27
O -1.5919 0.3323 0.5728  -0.50
C -0.4764 0.0693 -0.1420  0.79
O -0.4472 -0.4782 -1.2172  -0.61
C 0.7749 0.3624 0.6108  -0.56
C 2.0565 0.3953 -0.2031  -0.09
O 2.8374 -0.5868 0.5555  -0.72
H -2.7005 -1.2164 -0.2608  0.19
H -3.6514 0.0590 0.5480  0.20
H -2.8949 0.3609 -1.0394  0.19
H 0.6909 1.2640 1.2391  0.24
H 1.0172 -0.5941 1.1249  0.28
H 1.9078 0.1237 -1.2915  0.19
H 2.6160 1.3079 -0.2419  0.18
H 2.6898 -1.2754 -0.1998  0.47

ΔE to the lowest compared entry with this formula, charge and spin, eV: 1.9581
HOMO, eV: -10.4
Frontier orbital gap, eV: 11.215

=====

| no. | maximum force (eV Å⁻¹) | electronic energy (eV) |
| --- | --- | --- |
| 1 | 3.8 | -8265.378 |
| 2 | 3.2 | -169714.359 |
| 3 | 3.9 | -10275.267 |
| 4 | 3.9 | -8275.480 |
| 5 | 1.7 | -62231.999 |
| 6 | 4.7 | -10419.045 |